# 1
C26H25ClIrN2OS8 | ωB97M-V/def2-TZVPD

The geometry in XYZ format:
```
64
Properties=species:S:1:pos:R:3:forces:R:3
Ir -0.4524 0.2928 -0.0277 0.1 -0.6 0.1
C -2.2442 -2.5980 0.4144 0.1 -0.1 0.0
C -2.0119 -2.5356 1.9244 0.0 0.1 0.0
S -0.6857 -1.4128 2.4496 -0.1 0.1 0.0
C 0.6105 -2.5699 3.0206 0.1 0.0 0.0
C 2.0297 -2.3361 2.5146 -0.1 0.1 -0.1
S 2.2648 -2.2927 0.7270 0.1 0.0 0.0
C 1.6368 -3.9058 0.2302 -0.1 0.1 0.0
C 0.1161 -4.0503 0.0460 0.2 0.1 0.0
S -0.7454 -2.5848 -0.5993 -0.3 0.2 0.0
H -2.7856 -1.7125 0.0862 0.0 0.0 0.0
H -2.8522 -3.4712 0.1730 0.0 0.0 0.0
H -1.7872 -3.5108 2.3519 0.0 0.0 0.0
H -2.9291 -2.1885 2.3998 0.0 0.0 0.0
H 0.2795 -3.5721 2.7624 0.0 0.0 0.0
H 0.6076 -2.4955 4.1084 0.0 0.0 0.0
H 2.6624 -3.1185 2.9380 0.0 0.0 0.0
H 2.4232 -1.3808 2.8650 0.0 0.0 0.0
H 1.9709 -4.6432 0.9615 0.0 -0.1 -0.1
H 2.1510 -4.1269 -0.7042 0.0 0.0 0.0
H -0.3656 -4.3221 0.9801 0.0 0.0 0.0
H -0.0824 -4.8480 -0.6693 0.0 -0.1 0.0
Cl -2.5255 -1.9350 -6.5975 0.0 0.0 -0.1
C -2.4005 -1.3506 -5.0234 0.2 0.0 0.1
C -3.5549 -1.1328 -4.2686 0.0 0.0 0.0
C -3.3931 -0.6554 -2.9956 0.1 0.0 0.0
C -2.1083 -0.3866 -2.4354 0.0 0.0 0.0
O -2.0973 0.0425 -1.2212 -0.1 -0.1 0.0
C -0.9048 -0.6078 -3.2272 0.0 0.1 0.1
C 0.4245 -0.3752 -2.7857 0.0 0.1 0.1
N 0.7757 0.1713 -1.5813 0.1 0.2 -0.1
C 2.0890 0.5598 -1.3124 -0.2 -0.1 -0.1
C 3.1225 0.6436 -2.2132 0.2 0.0 -0.1
C 4.4097 1.0451 -1.7879 -0.1 0.0 -0.1
C 4.6648 1.3722 -0.4885 0.0 0.0 0.1
C 3.6138 1.3190 0.4604 0.1 0.0 0.0
C 3.7646 1.6574 1.8223 0.1 0.0 0.0
C 2.6962 1.5718 2.6733 -0.1 0.0 0.0
C 1.4560 1.1527 2.1766 0.0 0.0 0.1
N 1.2834 0.8339 0.9073 0.0 0.0 -0.1
C 2.3406 0.9121 0.0354 -0.1 0.0 0.1
C -1.0980 -1.0877 -4.5066 -0.2 -0.1 -0.1
H -4.5286 -1.3451 -4.6836 0.0 0.0 0.0
H -4.2499 -0.4665 -2.3613 0.0 0.0 0.0
H 1.2230 -0.6675 -3.4543 0.0 0.0 0.0
H 2.9639 0.4167 -3.2578 0.0 0.0 0.0
H 5.2059 1.0958 -2.5181 0.0 0.0 0.0
H 5.6538 1.6737 -0.1710 0.0 0.0 0.0
H 4.7299 1.9945 2.1799 0.0 0.0 0.0
H 2.7860 1.8272 3.7196 0.0 0.0 0.0
H 0.5860 1.0785 2.8158 0.0 0.0 0.0
H -0.2456 -1.2717 -5.1473 0.0 0.0 0.0
C -1.2538 5.9937 3.0846 0.0 0.0 0.0
S -1.2366 4.2127 2.8120 0.0 0.0 0.1
C -2.1358 4.0620 1.3763 0.0 -0.1 0.0
C -2.3900 2.7896 0.8279 0.0 -0.1 -0.1
S -1.9300 1.3108 1.5924 0.3 0.3 0.2
S -3.2855 2.7904 -0.6188 -0.1 -0.1 -0.3
C -3.4838 4.5067 -0.7951 0.0 0.0 0.1
S -4.2806 5.2077 -2.0058 -0.1 0.1 -0.1
S -2.7644 5.4022 0.5203 0.0 0.1 0.0
H -0.7681 6.1430 4.0464 0.0 0.0 0.0
H -2.2747 6.3678 3.1447 0.0 0.0 0.0
H -0.6901 6.5109 2.3097 0.0 0.0 0.0
```
Positions in Å, forces in eV/Å.

The value obtained for the energy relative to the best compared isomer or geometry (same formula, charge and spin) is 0.518 eV. Its total energy is -134422.502 eV. The largest force on an atom comes out at 0.61 eV Å⁻¹. The spin multiplicity is 6. Its gap between HOMO and LUMO (alpha / beta) is 5.8 / 5.0 eV. As for the charge: +2. The HOMO energy (alpha / beta) comes out at -11.224 / -13.199 eV.

# 2
C26H25F5N5NiO3P2S2Te | ωB97M-V/def2-TZVPD

The geometry in XYZ format:
```
70
Properties=species:S:1:pos:R:3:forces:R:3
Ni -0.2335 0.1920 0.3765 -0.2 0.4 -2.7
S 1.2173 3.2805 -1.4041 0.5 0.3 0.2
P -0.6576 2.7009 -1.5262 -0.3 -1.3 -0.4
C -0.8225 0.9589 -1.5244 -1.2 1.1 0.8
P -2.4641 0.3878 -1.4147 1.2 -0.3 0.1
S -2.4694 -0.6926 0.4322 -2.3 1.1 -0.2
C -3.9816 1.3897 -1.3298 0.2 0.0 0.1
C -4.5612 1.9794 -2.4500 0.0 -0.1 0.1
C -5.6635 2.8056 -2.3029 0.0 0.0 -0.1
C -6.1986 3.0402 -1.0446 0.0 0.0 0.0
C -5.6282 2.4479 0.0720 -0.1 0.0 0.1
C -4.5159 1.6351 -0.0652 0.0 -0.1 -0.2
C -2.7086 -0.9023 -2.6662 -0.2 0.1 0.1
C -1.5681 -1.5851 -3.0809 -0.1 0.0 0.0
C -1.6859 -2.6620 -3.9436 0.0 0.0 -0.1
C -2.9357 -3.0491 -4.4040 0.0 0.0 0.0
C -4.0730 -2.3782 -3.9787 -0.1 0.0 -0.1
C -3.9659 -1.3100 -3.1031 0.1 0.0 0.0
C -1.6578 3.4655 -0.1800 0.3 0.0 -0.1
C -2.6395 4.4365 -0.3318 0.0 -0.1 0.0
C -3.3419 4.8892 0.7770 0.0 0.1 0.0
C -3.0883 4.3630 2.0324 -0.1 0.0 0.1
C -2.1147 3.3861 2.1924 0.1 -0.1 0.0
C -1.3960 2.9601 1.0918 0.0 0.2 -0.1
C -1.3885 3.3438 -3.0809 0.3 0.0 0.1
C -1.4310 4.7100 -3.3482 -0.1 -0.1 -0.1
C -1.9351 5.1657 -4.5557 0.0 0.2 0.0
C -2.3661 4.2657 -5.5211 0.0 -0.1 0.0
C -2.2691 2.9033 -5.2821 0.0 0.0 -0.1
C -1.7758 2.4466 -4.0687 -0.1 0.0 0.1
H -4.1501 1.7905 -3.4313 0.0 0.0 0.0
H -6.1063 3.2658 -3.1771 0.0 0.0 0.0
H -7.0594 3.6873 -0.9343 0.0 0.0 0.0
H -6.0446 2.6228 1.0551 0.0 0.0 0.0
H -4.0623 1.1847 0.8081 0.0 0.1 0.1
H -0.6087 -1.2670 -2.6980 0.0 0.0 0.0
H -0.8039 -3.2102 -4.2459 0.0 0.0 0.0
H -3.0271 -3.8814 -5.0897 0.0 0.0 0.0
H -5.0490 -2.6979 -4.3205 0.0 0.0 0.0
H -4.8544 -0.7998 -2.7527 0.0 0.0 0.0
H -2.8685 4.8334 -1.3112 -0.1 0.0 0.0
H -4.0982 5.6548 0.6552 0.0 0.0 0.0
H -3.6555 4.7079 2.8872 0.0 0.0 0.0
H -1.9198 2.9519 3.1638 0.0 0.0 0.0
H -0.5929 2.2369 1.2049 -0.1 0.1 0.2
H -1.0572 5.4094 -2.6105 0.0 0.0 0.0
H -1.9841 6.2297 -4.7507 0.0 0.0 0.0
H -2.7680 4.6256 -6.4601 0.0 0.0 0.0
H -2.5737 2.1936 -6.0415 0.0 0.0 0.0
H -1.6871 1.3852 -3.8672 0.1 0.0 -0.1
N 1.8037 -0.1113 -0.8477 -0.1 0.0 0.5
N 2.6773 -0.9205 -0.0749 0.1 0.3 0.0
C 2.3388 -1.0505 1.2268 0.4 0.0 -0.3
N 2.8966 -2.0084 1.9551 0.0 0.0 0.1
N 1.4879 -0.0997 1.6496 -0.3 0.0 -0.6
N 0.7376 -0.3325 2.7334 1.2 2.2 3.1
O -0.3709 0.2207 2.7219 0.5 -0.3 -0.1
O 1.1827 -0.8955 3.7318 -0.1 0.1 -0.5
H 1.7136 -0.4852 -1.7824 -0.2 -0.1 0.1
H 2.1434 0.8499 -0.8989 0.0 0.0 -0.1
H 2.9366 -1.7919 -0.5143 0.0 0.0 0.0
H 3.0615 -2.8976 1.5000 -0.2 0.0 0.0
H 2.5584 -2.0884 2.9052 0.0 -0.1 0.0
F -2.2745 -2.0659 2.2813 1.0 0.2 -0.1
Te -0.2718 -2.5819 1.8656 -2.3 -6.6 0.4
F -1.2212 -4.0277 1.1374 0.3 0.4 0.0
F 1.1028 -4.0416 2.2922 0.0 0.9 -0.1
F -0.7727 -3.3733 3.6195 0.5 0.7 -0.5
F 0.8656 -2.9744 0.0905 0.0 0.7 0.3
O -1.2419 -1.5647 -0.0148 1.5 -0.4 -0.1
```
Positions in Å, forces in eV/Å.

The value obtained for the energy relative to the best compared isomer or geometry (same formula, charge and spin) is 3.604 eV. Its total energy is -143131.126 eV. The largest force on an atom comes out at 6.96 eV Å⁻¹. The spin multiplicity is 3. Its gap between HOMO and LUMO (alpha / beta) is 6.5 / 6.6 eV. As for the charge: -1. The HOMO energy (alpha / beta) comes out at -4.825 / -4.948 eV.

# 3
C26H25MoN6O6S6Sb | ωB97M-V/def2-TZVPD

The geometry in XYZ format:
```
71
Properties=species:S:1:pos:R:3:forces:R:3
Mo 0.9173 -0.7805 0.3011 3.4 1.8 -0.4
O -2.8281 1.3567 2.2647 0.0 0.0 -0.2
C -3.6347 0.3547 1.8613 0.3 -0.1 0.1
C -5.0077 0.5269 2.0078 -0.2 0.1 0.0
C -5.8902 -0.4743 1.6448 0.2 0.1 0.0
C -5.4062 -1.6717 1.1322 -0.2 -0.1 0.0
C -4.0434 -1.8584 1.0001 0.1 0.1 0.0
C -3.1370 -0.8634 1.3642 -0.5 0.2 -0.1
C -1.6918 -1.0982 1.2518 1.0 -0.4 0.6
O -0.8582 -0.0829 1.2613 -1.0 -0.5 0.2
N -1.2520 -2.3241 1.2832 -1.4 -0.3 -0.2
N 0.1225 -2.3471 1.3180 0.0 -1.4 1.0
C 0.6405 -3.2923 2.0428 -0.6 0.7 -0.2
C 1.9228 -3.1789 2.6275 1.1 -0.2 0.0
C 2.4542 -4.2304 3.3966 -0.1 0.1 -0.1
C 3.5906 -4.0684 4.1513 0.0 -0.5 0.1
C 4.2407 -2.8306 4.1630 -0.3 0.5 -0.4
C 3.7501 -1.7797 3.4179 0.5 -0.1 0.7
C 2.6018 -1.9192 2.6212 -0.9 0.4 -0.5
O 2.1605 -0.8927 1.9663 0.2 -0.7 1.0
H -1.9269 1.1598 1.9240 0.0 0.1 0.0
H -5.3628 1.4709 2.4009 0.0 0.0 0.0
H -6.9566 -0.3169 1.7519 0.0 0.0 0.0
H -6.0955 -2.4564 0.8459 0.0 0.0 0.0
H -3.6414 -2.7868 0.6175 0.0 0.0 0.0
H -0.0254 -4.1029 2.3295 -0.1 0.0 0.1
H 1.9232 -5.1770 3.3977 0.0 0.0 0.0
H 3.9800 -4.8925 4.7368 0.0 0.0 0.0
H 5.1377 -2.6829 4.7510 0.0 -0.1 0.0
H 4.2482 -0.8204 3.4246 0.0 0.0 -0.1
S 4.8335 2.8205 -0.0941 -0.4 0.1 0.1
Sb 4.7030 0.5439 0.4097 1.2 0.4 0.2
S 2.8039 -2.3419 -0.4452 -0.5 -0.1 0.2
S 2.8308 -0.4979 -1.2311 -0.4 0.0 -0.5
S 6.5790 -0.3334 -0.6547 -0.3 -0.1 0.1
N -0.1768 4.3989 -6.4615 0.0 0.1 0.0
C -0.3584 3.6652 -5.2852 0.0 -0.1 0.1
C -1.4025 2.7449 -5.1772 0.0 0.1 0.0
C -1.6534 2.1107 -3.9729 0.0 0.1 0.1
C -0.8569 2.3912 -2.8774 0.1 -0.2 0.2
C 0.2249 3.2516 -2.9876 0.0 0.0 0.0
C 0.4749 3.8886 -4.1880 -0.1 0.0 -0.1
S -1.1446 1.6348 -1.2953 -0.1 0.6 -0.3
O -0.7704 2.6408 -0.3313 0.3 -0.1 0.0
O -2.5110 1.1824 -1.2496 0.0 -0.2 -0.1
N -0.0870 0.4131 -1.2446 -0.7 0.1 -0.1
C -0.4690 -0.7142 -1.8926 0.2 -0.1 -0.4
N 0.0050 -1.7768 -1.1851 -1.0 -0.6 -1.8
C -0.1632 -2.9835 -1.7241 0.2 0.2 0.3
C -0.8325 -3.1261 -2.9299 -0.2 -0.2 -0.1
C -1.3200 -1.9905 -3.5420 0.1 0.5 0.3
N -1.1289 -0.7657 -3.0296 -0.2 -0.5 -0.3
H -0.5588 3.9744 -7.2903 0.1 0.0 0.0
H 0.7571 4.7534 -6.5882 0.0 -0.1 -0.1
H -2.0193 2.5376 -6.0450 0.0 0.0 0.0
H -2.4514 1.3911 -3.8617 0.0 0.0 0.0
H 0.8617 3.4084 -2.1260 0.1 0.0 -0.1
H 1.3159 4.5652 -4.2825 0.0 0.0 0.0
H 0.2371 -3.8190 -1.1667 0.0 0.0 0.0
H -0.9749 -4.1045 -3.3664 0.0 0.0 0.0
H -1.8734 -2.0181 -4.4734 0.0 -0.1 0.0
C 1.5677 3.5775 1.6554 -0.2 -0.2 -0.4
S 0.7280 1.9884 1.7452 1.1 0.9 1.6
C 1.4577 1.5317 3.3589 -0.4 0.0 -0.3
O 1.5487 1.1767 0.7517 -0.4 0.1 -0.2
H 2.6488 3.4046 1.6420 0.0 0.0 -0.1
H 1.2395 4.2033 2.4848 0.0 -0.1 0.0
H 1.2619 4.0094 0.7059 0.0 0.1 0.0
H 1.1367 2.2807 4.0834 0.0 0.1 0.0
H 2.5412 1.4853 3.2712 0.0 0.0 -0.1
H 1.0633 0.5571 3.6339 0.0 0.0 0.0
```
Positions in Å, forces in eV/Å.

The value obtained for the energy relative to the best compared isomer or geometry (same formula, charge and spin) is 1.367 eV. Its total energy is -122002.101 eV. The largest force on an atom comes out at 3.87 eV Å⁻¹. The spin multiplicity is 1. Its gap between HOMO and LUMO is 4.6 eV. As for the charge: -2. The HOMO energy comes out at -0.562 eV.